{
  "formula": "C25H41F3O2P2Sn",
  "method": "the ωB97M-V functional and the def2-TZVPD basis",
  "symbols": ["Sn", "C", "C", "C", "C", "C", "C", "H", "H", "H", "C", "H", "H", "H", "C", "H", "H", "H", "C", "H", "H", "H", "C", "H", "H", "H", "C", "C", "C", "C", "C", "C", "C", "C", "H", "H", "H", "H", "H", "H", "H", "H", "H", "H", "H", "H", "P", "C", "C", "P", "C", "C", "C", "H", "H", "H", "H", "H", "H", "H", "H", "H", "H", "H", "H", "H", "H", "F", "C", "F", "F", "C", "O", "O"],
  "xyz": [[0.4639, 0.5157, 2.0417], [0.2156, 3.0310, 2.8541], [-1.0851, 2.7651, 2.3240], [-0.6900, 1.2005, 3.9998], [0.4794, 2.0786, 3.8952], [-1.6412, 1.6374, 3.0102], [1.1290, 4.1429, 2.4835], [1.0129, 4.4485, 1.4442], [2.1824, 3.9030, 2.6483], [0.8964, 5.0116, 3.1060], [1.7130, 1.9978, 4.7109], [2.5592, 2.5444, 4.2754], [2.0389, 0.9609, 4.7562], [1.5291, 2.2998, 5.7489], [-0.9001, 0.1001, 4.9802], [-1.1966, 0.5039, 5.9557], [0.0244, -0.4466, 5.1626], [-1.6444, -0.6301, 4.6385], [-2.9871, 1.0336, 2.8085], [-3.7006, 1.5427, 3.4615], [-3.0130, -0.0278, 3.0611], [-3.3495, 1.1383, 1.7875], [-1.7645, 3.5539, 1.2705], [-2.4337, 4.2669, 1.7552], [-2.3677, 2.9428, 0.6005], [-1.0656, 4.1177, 0.6553], [2.1423, 0.4843, 0.4132], [1.6425, 1.7817, 0.1582], [0.7148, 2.1036, -0.9566], [-0.4398, 1.0739, -1.2446], [-1.0786, 0.3986, -0.0955], [-0.6137, -0.8084, 0.4749], [0.5597, -1.5701, -0.0998], [1.8421, -0.7212, -0.4412], [1.3027, 2.2200, -1.8891], [-0.0589, 0.3381, -1.9695], [0.2639, 3.1017, -0.8072], [1.8048, -0.4414, -1.5091], [2.9317, 0.3604, 1.1696], [2.1179, 2.6246, 0.6714], [2.7010, -1.4070, -0.3111], [0.8543, -2.3624, 0.6110], [-1.2724, -1.3678, 1.1640], [0.2470, -2.0946, -1.0250], [-1.2337, 1.6356, -1.7716], [-2.0323, 0.8003, 0.2619], [0.3028, -1.2064, -4.5396], [2.0681, -1.7038, -4.7571], [0.1085, -0.1911, -6.0678], [-2.1546, -2.9914, -4.3148], [-0.5027, -2.7700, -5.1394], [-3.2434, -2.6315, -5.7627], [-2.2424, -4.8347, -4.3694], [2.3163, -2.4558, -3.9964], [2.7075, -0.8243, -4.6012], [2.2455, -2.1205, -5.7579], [0.5023, -0.7157, -6.9487], [0.6558, 0.7497, -5.9260], [-0.9535, 0.0450, -6.2113], [-2.0654, -5.2220, -5.3812], [-3.2320, -5.1514, -4.0171], [-1.4893, -5.2355, -3.6801], [0.1372, -3.6211, -4.8542], [-0.6386, -2.7276, -6.2341], [-4.2756, -2.8856, -5.4902], [-2.9437, -3.2091, -6.6465], [-3.1980, -1.5578, -5.9818], [1.7657, -0.5951, 6.3303], [2.6657, -1.2243, 5.4821], [3.7186, -0.3594, 5.3114], [3.0876, -2.3344, 6.0894], [2.0896, -1.6201, 4.0696], [2.1147, -2.7881, 3.7274], [1.6527, -0.6005, 3.4282]],
  "mulliken_charge": [0.5853, 0.1718, 1.3044, 0.2346, 0.2558, 0.3503, -1.6883, 0.4553, 0.4908, 0.3511, -0.9434, 0.3199, 0.0997, 0.3206, -1.0076, 0.3376, 0.1456, 0.2787, -1.6100, 0.3810, 0.3886, 0.4034, -1.4560, 0.4111, 0.3302, 0.4334, -0.6605, -0.0417, -1.0588, -0.2668, -0.4036, -0.2525, -0.9927, -0.5614, 0.5713, -0.4619, 0.4204, -0.0033, 0.8117, 0.8837, 0.5267, 0.5031, 0.8931, 0.3386, 0.6815, 0.5953, 0.5878, -1.3255, -1.2463, 0.2305, -1.0312, -1.1855, -1.1417, 0.3426, 0.3917, 0.4137, 0.3950, 0.3820, 0.3210, 0.3309, 0.3928, 0.3408, 0.4876, 0.4167, 0.4108, 0.3636, 0.2891, -0.2102, 0.6431, -0.2357, -0.2589, 0.2374, -0.5787, -0.6296],
  "total_energy_ha": -2323.5784,
  "fmax_ev_per_a": 3.77,
  "relative_energy_ev": 0.000,
  "total_charge": 2,
  "gap_ev": 3.79
}

=====

{
  "formula": "C8H17AsCl14F6NiO5PY",
  "method": "the ωB97M-V functional and the def2-TZVPD basis",
  "symbols": ["Y", "Ni", "C", "O", "H", "H", "H", "P", "O", "O", "O", "O", "As", "F", "F", "F", "F", "F", "F", "C", "Cl", "Cl", "H", "H", "C", "Cl", "Cl", "H", "H", "C", "Cl", "Cl", "H", "H", "C", "Cl", "Cl", "H", "H", "C", "Cl", "Cl", "H", "H", "C", "Cl", "Cl", "H", "H", "C", "Cl", "Cl", "H", "H"],
  "xyz": [[-14.4463, 5.8228, -7.1800], [-13.1098, 8.4401, -5.3290], [-11.8289, 7.9109, -8.2366], [-12.6920, 7.4659, -7.2448], [-12.3625, 8.1113, -9.1656], [-11.1869, 7.0677, -8.4914], [-11.1858, 8.7232, -7.8979], [-15.7068, 7.9279, -5.4370], [-14.8493, 9.2170, -5.0749], [-15.9135, 7.6384, -6.9631], [-16.8425, 7.2747, -4.5129], [-14.4420, 7.0752, -5.3243], [-11.4331, 5.2156, -4.4521], [-10.1485, 5.6582, -3.2931], [-11.8067, 7.0173, -4.6159], [-12.7536, 4.9730, -5.6729], [-11.1389, 3.4179, -4.2817], [-12.7286, 5.2078, -3.2005], [-10.2680, 5.2303, -5.7943], [-11.4060, 1.7673, -1.3191], [-12.4775, 0.4728, -0.8540], [-11.7551, 3.3388, -0.5797], [-10.4147, 1.4240, -1.0230], [-11.3952, 1.9230, -2.3978], [-14.9832, 3.5481, -1.7920], [-15.4420, 1.9802, -1.0768], [-16.3496, 4.2079, -2.7409], [-14.6432, 4.2823, -1.0617], [-14.1786, 3.3725, -2.5060], [-11.0148, 4.2526, -9.8407], [-12.0213, 4.8199, -11.2718], [-12.0327, 4.1209, -8.4063], [-10.5156, 3.3054, -10.0447], [-10.2447, 4.9904, -9.6154], [-11.4655, 10.5238, -1.8683], [-12.1258, 9.5021, -3.2052], [-12.1194, 10.1796, -0.2265], [-10.3913, 10.3654, -1.7730], [-11.7270, 11.5403, -2.1623], [-10.0570, 1.6549, -6.6495], [-8.7906, 2.8673, -7.0372], [-10.4263, 0.7415, -8.1302], [-9.7075, 1.0207, -5.8349], [-10.9270, 2.2761, -6.4366], [-8.1745, 7.2885, -6.7899], [-7.3895, 5.9874, -5.8325], [-8.9620, 8.4427, -5.7162], [-7.4752, 7.8366, -7.4213], [-8.9247, 6.8261, -7.4315], [-7.6141, 3.1102, -3.2766], [-8.6463, 1.6791, -3.0889], [-6.1939, 3.0177, -2.2396], [-7.2960, 3.1160, -4.3191], [-8.1004, 4.0467, -3.0036]],
  "mulliken_charge": [1.5268, 0.4670, -0.5246, -0.1580, 0.2694, -0.1277, 0.2204, 0.7343, -0.6235, -0.7370, -0.6238, -0.3052, 1.8181, -0.4907, -0.0171, -0.1282, -0.4972, -0.4622, -0.3444, 0.2831, -0.1541, -0.1398, 0.3669, -0.3650, 0.2045, -0.1663, -0.1513, 0.2940, -0.2028, -0.3062, -0.1692, -0.1417, 0.3524, 0.1958, -0.3494, 0.0831, -0.1427, 0.2860, 0.3164, 0.1767, -0.1358, -0.1703, 0.3096, -0.2225, 0.2046, -0.1221, -0.1469, 0.4085, -0.3920, 0.2507, -0.1334, -0.1817, 0.1224, -0.0579],
  "total_energy_ha": -11857.0909,
  "fmax_ev_per_a": 6.72,
  "s2": 2.0049,
  "relative_energy_ev": 0.000,
  "spin_multiplicity": 3,
  "gap_ev": [6.52, 6.50]
}

=====

{
  "formula": "C3H8OSi",
  "method": "the ωB97M-V functional and the def2-TZVPD basis",
  "symbols": ["C", "Si", "H", "H", "H", "H", "H", "H", "C", "C", "O", "H", "H"],
  "xyz": [[-0.9566, 0.2177, 0.7273], [-2.4009, -0.4052, -0.1015], [-0.0647, -0.3907, 0.7572], [-1.1665, 0.4144, 1.8969], [-0.6653, 1.2586, 0.3575], [-2.8341, -1.8536, 0.0450], [-1.7756, -0.1226, -1.5168], [-3.5720, 0.4800, 0.1318], [2.4471, 0.4953, -0.6737], [3.1022, -0.5246, -0.1158], [3.8015, -1.3710, 0.3055], [2.3799, 0.8005, -1.7185], [1.7051, 1.0012, -0.0951]],
  "mulliken_charge": [-0.7006, 0.2582, 0.1967, 0.2910, 0.2209, -0.0924, -0.0923, -0.0932, -0.8740, 0.8190, -0.3603, 0.2557, 0.1714],
  "total_energy_ha": -483.7459,
  "fmax_ev_per_a": 5.39,
  "smiles": "C[SiH3].C=C=O",
  "relative_energy_ev": 2.633,
  "gap_ev": 10.09
}

=====

{
  "formula": "C18H31FN3",
  "method": "the ωB97M-V functional and the def2-TZVPD basis",
  "symbols": ["C", "C", "C", "C", "C", "C", "C", "C", "C", "C", "N", "C", "C", "C", "F", "C", "N", "H", "H", "H", "H", "H", "H", "H", "H", "H", "H", "H", "H", "H", "H", "H", "H", "H", "H", "H", "H", "H", "H", "H", "H", "C", "C", "C", "C", "N", "H", "H", "H", "H", "H", "H", "H"],
  "xyz": [[0.0847, -3.9166, 2.0879], [1.4864, -3.6613, 1.4252], [1.4869, -2.6070, 0.2742], [0.8366, -1.2193, 0.6886], [1.9290, -0.0867, 0.5900], [1.7052, 1.1128, 1.5520], [0.5161, 2.0594, 1.1179], [-0.4935, 2.3702, 2.2907], [-2.0089, 2.2253, 1.9045], [-2.5581, 0.8968, 2.5394], [-3.2938, 0.0192, 1.5595], [-2.6671, -0.2766, 0.4342], [-3.2414, -1.0857, -0.5860], [-4.5336, -1.5605, -0.2120], [-5.2564, -2.3415, -0.9782], [-5.0320, -1.1662, 1.0639], [-4.4799, -0.3744, 1.9685], [-0.2331, -4.9612, 1.8803], [0.2270, -3.8510, 3.1914], [-0.7142, -3.2186, 1.7689], [1.8031, -4.6269, 0.9635], [2.2636, -3.4170, 2.1764], [2.5254, -2.4453, -0.0775], [0.9213, -3.0323, -0.5901], [0.1053, -1.0031, -0.1321], [0.3529, -1.2745, 1.6871], [2.0492, 0.2016, -0.4725], [2.8878, -0.5659, 0.9081], [2.6383, 1.7226, 1.5092], [1.6197, 0.7851, 2.6120], [0.0038, 1.7070, 0.1961], [0.9858, 3.0325, 0.8484], [-0.2835, 3.3905, 2.6832], [-0.2196, 1.6881, 3.1305], [-2.2137, 2.3407, 0.8223], [-2.5341, 3.0694, 2.4078], [-1.7608, 0.2422, 2.9576], [-3.2106, 1.1690, 3.3900], [-1.6502, 0.1197, 0.2703], [-2.7421, -1.3476, -1.5263], [-6.0227, -1.5750, 1.3460], [1.0717, 1.7243, -4.5844], [2.5322, 2.0150, -4.9117], [3.5002, 1.4547, -3.8654], [3.2290, 2.0599, -2.5416], [3.0190, 2.5323, -1.5189], [0.7690, 2.1961, -3.6467], [0.4217, 2.1147, -5.3686], [0.8953, 0.6483, -4.5015], [2.6686, 3.0953, -4.9991], [2.7723, 1.5817, -5.8847], [4.5303, 1.6751, -4.1487], [3.3955, 0.3707, -3.7876]],
  "mulliken_charge": [-0.8566, -0.5707, -0.9844, 0.6885, -0.8209, -1.1107, -0.4208, -0.9765, -0.6702, -0.7382, 0.8044, 0.6448, -0.8312, 0.5199, -0.2173, -0.3091, -1.0060, 0.3585, 0.2263, 0.1419, 0.3506, 0.3099, 0.4269, 0.3487, -0.2877, 0.2457, 0.0692, 0.4980, 0.3481, 0.5275, 0.2742, 0.4461, 0.4805, 0.4583, 0.5179, 0.3414, 0.3482, 0.3714, 0.1139, 0.4633, 0.4386, -1.0849, -0.4199, -0.4079, 0.2548, -0.4326, 0.2966, 0.3371, 0.2900, 0.3008, 0.3146, 0.3028, 0.2862],
  "total_energy_ha": -968.2685,
  "fmax_ev_per_a": 2.59,
  "total_charge": 1,
  "gap_ev": 8.17
}

=====

{
  "formula": "C3H5NO3",
  "method": "the ωB97M-V functional and the def2-TZVPD basis",
  "symbols": ["C", "N", "O", "C", "O", "C", "O", "H", "H", "H", "H", "H"],
  "xyz": [[1.6048, -0.5686, 0.0224], [0.2987, 0.0345, 0.1377], [-0.6271, -0.8177, -0.5370], [-1.7374, -0.2357, 0.1374], [-1.4715, 1.1532, -0.1012], [-0.0957, 1.3572, -0.1511], [0.5833, 2.3905, -0.1296], [1.7184, -1.5358, 0.7204], [1.8324, -0.9824, -1.0705], [2.4132, 0.1373, 0.1170], [-1.7660, -0.4888, 1.2014], [-2.7531, -0.4437, -0.3468]],
  "mulliken_charge": [-0.7352, 0.0484, -0.3287, -0.0052, -0.3538, 0.5860, -0.5583, 0.2312, 0.2734, 0.3326, 0.2576, 0.2521],
  "total_energy_ha": -397.6969,
  "fmax_ev_per_a": 3.97,
  "smiles": "CN1OCOC1=O",
  "relative_energy_ev": 3.804,
  "gap_ev": 10.72
}

=====

{
  "formula": "C5H7INO",
  "method": "the ωB97M-V functional and the def2-TZVPD basis",
  "symbols": ["C", "C", "C", "C", "C", "N", "O", "I", "H", "H", "H", "H", "H", "H", "H"],
  "xyz": [[-1.4252, -2.0506, -0.0859], [-0.9844, -0.7680, -0.3960], [-0.2704, -2.7170, 0.3626], [0.4266, -0.6816, -0.1015], [1.2978, 0.3910, 0.0035], [0.0358, 2.9100, -0.0022], [0.7930, -1.9448, 0.2531], [3.2894, 0.0487, 0.1170], [-2.4899, -2.4860, -0.1620], [-1.5711, 0.0823, -0.5172], [0.0416, -3.7625, 0.4554], [0.9156, 1.5168, -0.1285], [0.5753, 3.5874, -0.4880], [-0.8187, 2.8388, -0.3694], [0.1847, 3.0356, 1.0592]],
  "mulliken_charge": [-0.3179, -0.4738, -0.0725, 0.5613, -0.3791, -0.8452, -0.2275, 0.2883, 0.3387, 0.4051, 0.3926, 0.5320, 0.2674, 0.2140, 0.3166],
  "total_energy_ha": -622.0658,
  "fmax_ev_per_a": 6.23,
  "relative_energy_ev": 1.423,
  "total_charge": 1,
  "gap_ev": 7.37
}